# 1
15
Properties=species:S:1:pos:R:3:nbo_charge:R:1 method="wB97M-V/def2-TZVPD" smiles=C[C@H]1CN1CC#N e_homo_ha=-0.35041 largest_force_ev_per_a=1.216 de_lowest_kcal_mol=56.6 e_tot_ev=-8292.54081
C 0.640 2.124 -0.063 -0.619
C -0.245 0.906 -0.248 -0.039
C 0.138 -0.196 -1.138 -0.258
N 0.428 -0.387 0.248 -0.425
C 0.062 -1.729 0.743 -0.318
C -1.366 -1.803 1.045 0.262
N -2.505 -1.675 1.193 -0.325
H 1.686 1.824 -0.153 0.221
H 0.480 2.556 0.929 0.218
H 0.452 2.925 -0.794 0.217
H -1.319 1.149 -0.248 0.215
H -0.726 -0.749 -1.520 0.184
H 1.017 -0.168 -1.765 0.191
H 0.299 -2.464 -0.049 0.234
H 0.690 -2.052 1.588 0.242

# 2
15
Properties=species:S:1:pos:R:3:lowdin_spin:R:1 method="wB97M-V/def2-TZVPD" e_homo_ha="-0.56448 / -0.57390" largest_force_ev_per_a=6.310 s2=0.7622 spin_multiplicity=2 de_lowest_kcal_mol=27.6 total_charge=+1 e_tot_ev=-8284.99248
C -0.108 1.978 0.891 0.001
C 0.768 0.925 0.460 0.031
C -0.083 -0.354 -0.067 0.338
C -1.312 -0.580 -0.767 0.268
N -1.226 -1.914 -1.254 0.064
C -0.103 -2.481 -0.837 0.235
N 0.692 -1.488 -0.367 0.025
H -0.939 2.436 0.257 0.000
H 0.487 2.896 0.975 -0.001
H -0.607 1.656 1.868 0.000
H 1.516 1.190 -0.399 0.013
H 1.284 0.505 1.334 0.009
H -2.202 0.064 -0.997 0.006
H 0.138 -3.429 -0.975 0.012
H 1.695 -1.405 -0.122 -0.002

# 3
16
Properties=species:S:1:pos:R:3:nbo_charge:R:1 method="wB97M-V/def2-TZVPD" e_homo_ha=-0.33512 largest_force_ev_per_a=4.506 de_lowest_kcal_mol=142.5 e_tot_ev=-10336.54790
C 0.464 -0.914 1.820 0.223
C 0.218 -0.841 -0.378 -0.088
C -0.470 -0.739 -1.728 -0.412
C -0.371 0.832 -1.385 -0.356
C -0.486 0.369 0.201 -0.101
H 0.529 1.921 2.550 0.486
H 0.677 -1.187 2.826 0.197
H 1.302 -0.444 -0.404 0.192
H -1.403 -1.327 -1.733 0.226
H -0.051 -0.965 -2.765 0.224
H 0.635 1.133 -1.534 0.205
H -0.974 1.670 -1.816 0.220
H -1.514 0.125 0.273 0.183
N -0.039 0.506 1.546 -0.222
N 0.428 -1.669 0.809 -0.387
O 1.055 1.531 1.718 -0.591

# 4
16
Properties=species:S:1:pos:R:3:nbo_charge:R:1 method="wB97M-V/def2-TZVPD" smiles="[H]/N=C1/N[C@H]2C[C@]1(O)C2" e_homo_ha=-0.32140 largest_force_ev_per_a=3.837 de_lowest_kcal_mol=54.2 e_tot_ev=-10340.37444
H -0.353 0.065 -2.737 0.350
N -1.212 0.095 -2.206 -0.668
C -0.801 -0.092 -1.024 0.428
N -1.602 -0.171 0.139 -0.651
C -0.633 -0.124 1.191 -0.038
C 0.352 1.050 0.689 -0.439
C 0.647 0.000 -0.418 0.166
O 1.612 -0.050 -1.398 -0.684
C 0.545 -1.103 0.656 -0.426
H -2.551 0.208 0.245 0.415
H -0.786 -0.162 2.265 0.225
H 1.098 1.386 1.402 0.212
H -0.231 1.885 0.341 0.206
H 2.465 0.263 -0.909 0.480
H 0.073 -2.046 0.372 0.214
H 1.377 -1.204 1.392 0.209

# 5
16
Properties=species:S:1:pos:R:3:nbo_charge:R:1 method="wB97M-V/def2-TZVPD" e_homo_ha=-0.28013 largest_force_ev_per_a=5.190 de_lowest_kcal_mol=111.3 e_tot_ev=-10337.90001
C -1.500 0.024 0.220 0.360
C 0.303 -0.577 1.560 0.572
C -0.815 0.033 -1.107 -0.533
C 0.704 -0.036 -1.174 -0.431
C 1.471 0.732 -0.088 -0.055
N -2.615 0.343 0.639 -0.661
N 0.130 -1.494 2.324 -0.727
O 1.350 0.142 1.220 -0.543
H -1.292 -0.851 -1.657 0.243
H -0.994 1.035 -1.639 0.218
H 0.977 -1.067 -0.998 0.219
H 1.036 0.479 -2.074 0.227
H 2.515 0.508 -0.276 0.205
H 1.200 1.878 -0.036 0.188
H -3.380 0.626 0.093 0.364
H 0.910 -1.774 2.992 0.355

# 6
16
Properties=species:S:1:pos:R:3:nbo_charge:R:1 method="wB97M-V/def2-TZVPD" smiles="C[C@H]1N=CC=C1NO" e_homo_ha=-0.30851 largest_force_ev_per_a=7.607 de_lowest_kcal_mol=150.5 e_tot_ev=-10336.19976
C 1.061 1.797 0.630 -0.654
C 0.911 0.643 -0.619 -0.097
N 1.948 -0.260 -0.320 -0.457
C 1.536 -1.336 0.205 0.103
C 0.049 -1.347 0.195 -0.380
C -0.391 -0.240 -0.273 0.149
N -1.660 0.201 -0.488 -0.347
O -2.740 -0.024 0.422 -0.538
H 1.138 1.131 1.673 0.252
H 1.914 2.655 0.180 0.258
H -0.050 2.278 0.983 0.213
H 1.004 0.997 -1.696 0.234
H 2.186 -2.154 0.883 0.202
H -0.385 -2.353 0.623 0.227
H -1.602 1.323 -0.814 0.349
H -3.305 -0.369 -0.379 0.487

# 7
16
Properties=species:S:1:pos:R:3:nbo_charge:R:1 method="wB97M-V/def2-TZVPD" e_homo_ha=-0.34687 largest_force_ev_per_a=3.678 de_lowest_kcal_mol=65.3 e_tot_ev=-10339.89327
H 1.212 2.442 0.140 0.376
N 0.213 2.196 -0.150 -0.622
C 0.235 0.940 -0.159 0.327
C 1.680 0.169 -0.024 0.545
C 1.814 -1.258 -0.291 -0.731
O 2.534 0.931 0.328 -0.526
N -0.880 0.047 -0.462 -0.439
C -1.602 -0.649 0.526 -0.236
C -2.194 0.513 -0.109 -0.248
H 2.543 -1.434 -1.170 0.259
H 0.915 -1.759 -0.512 0.240
H 2.115 -1.692 0.652 0.250
H -1.159 -0.646 1.502 0.195
H -1.974 -1.623 0.202 0.198
H -3.077 0.387 -0.744 0.197
H -2.376 1.437 0.271 0.215

# 8
16
Properties=species:S:1:pos:R:3:nbo_charge:R:1 method="wB97M-V/def2-TZVPD" smiles="O[C@H]1C[C@]12CN=CN2" e_homo_ha=-0.31314 largest_force_ev_per_a=2.165 de_lowest_kcal_mol=50.9 e_tot_ev=-10340.51700
O 2.194 0.456 0.050 -0.725
C 1.218 -0.471 -0.402 0.068
C 0.540 -1.522 0.462 -0.448
C -0.208 -0.269 0.096 0.058
C -1.356 -0.109 -0.901 -0.248
N -2.029 1.134 -0.456 -0.453
C -1.357 1.630 0.503 0.254
N -0.297 0.833 0.990 -0.631
H 3.027 0.040 0.262 0.486
H 1.219 -0.668 -1.490 0.172
H 0.297 -2.471 -0.068 0.227
H 0.802 -1.617 1.515 0.236
H -2.099 -0.894 -0.771 0.204
H -1.035 -0.029 -1.933 0.204
H -1.490 2.549 1.158 0.196
H 0.574 1.408 0.984 0.401